This record from the Open Molecules 2025 dataset describes one molecule with the formula C15H16N2O3S in a non-equilibrium geometry. The level of theory is ωB97M-V with the def2-TZVPD basis set.

```
37
C15H16N2O3S ωB97M-V with the def2-TZVPD basis set
C -4.960 -2.121 -0.244
C -4.654 -0.697 0.101
C -5.510 0.072 0.868
C -5.206 1.387 1.183
C -4.026 1.941 0.727
C -3.152 1.191 -0.044
C -3.460 -0.123 -0.360
O -2.682 -0.944 -1.138
C -1.436 -0.481 -1.566
C -0.461 -0.255 -0.403
O -0.618 -0.639 0.714
O 0.599 0.417 -0.879
N 1.583 0.730 0.113
C 2.715 1.077 -0.354
N 3.055 1.203 -1.656
C 3.778 1.396 0.668
C 4.815 0.322 0.659
C 4.839 -0.827 1.384
C 5.950 -1.649 1.086
C 6.754 -1.120 0.132
S 6.173 0.401 -0.423
H -5.891 -2.440 0.217
H -5.037 -2.238 -1.324
H -4.151 -2.764 0.097
H -6.429 -0.367 1.229
H -5.885 1.971 1.786
H -3.773 2.962 0.971
H -2.231 1.644 -0.377
H -1.513 0.437 -2.165
H -1.030 -1.277 -2.199
H 4.021 1.313 -1.912
H 2.416 0.863 -2.354
H 3.301 1.442 1.647
H 4.225 2.362 0.429
H 4.085 -1.077 2.108
H 6.139 -2.593 1.565
H 7.657 -1.518 -0.286
```

The calculation puts the lowest unoccupied orbital energy at 0.5 eV. As for the energy: -35771.2536 eV. As for the spin multiplicity: 1. The value obtained for the energy above the lowest of the compared OMol25 structures with the same formula, charge and spin is 283.12 kJ/mol.